(1)
Molecular formula: C4H11N3O
Method: DFT, the ωB97M-V functional and the def2-TZVPD basis

* multiplicity: 1
* calculated total energy: -398.299732 hartree
* SMILES: NC[C@@]1(O)[C@H](N)[C@@H]1N
* lowest unoccupied orbital energy: 0.51 eV

XYZ file:
```
19
Properties=species:S:1:pos:R:3:mulliken_charge:R:1
O -1.793 0.298 -0.686 -0.593
N -0.666 -1.683 1.475 -0.699
N -0.118 -2.122 -1.418 -0.574
N 0.161 2.552 0.848 -0.655
C -0.216 0.184 -0.288 0.887
C 0.575 1.556 -0.282 -0.981
C 0.093 -0.686 0.825 -0.949
C 0.568 -1.069 -0.656 -0.135
H -1.577 -1.015 2.055 0.313
H -2.010 1.264 -0.421 0.352
H 1.716 -0.901 -0.844 0.209
H 1.199 3.211 1.081 0.292
H 0.549 -2.849 -1.778 0.244
H 1.628 1.424 -0.145 0.413
H 1.048 -0.384 1.232 0.487
H -0.679 -1.640 -2.092 0.241
H 0.151 1.700 1.775 0.327
H -0.998 -2.095 0.454 0.510
H 0.368 2.256 -1.134 0.311
```

(2)
Molecular formula: C4H9NO
Method: DFT, the ωB97M-V functional and the def2-TZVPD basis

* multiplicity: 1
* calculated total energy: -287.751177 hartree
* SMILES: CN(C)CC=O
* lowest unoccupied orbital energy: 0.98 eV

XYZ file:
```
15
Properties=species:S:1:pos:R:3:mulliken_charge:R:1
O 0.688 0.062 2.341 -0.468
N -0.241 -0.082 -0.348 0.105
C -0.411 1.087 0.483 -0.470
C -1.169 -1.174 -0.506 -0.922
C 1.025 -0.312 -0.994 -1.030
C 0.611 1.027 1.620 0.007
H -1.416 1.094 0.926 0.328
H -0.689 -2.145 -0.283 0.280
H 1.794 0.376 -0.631 0.307
H -2.036 -1.089 0.153 0.287
H 1.394 -1.332 -0.801 0.333
H 0.947 -0.199 -2.086 0.313
H -0.312 2.069 -0.030 0.245
H 1.345 1.864 1.704 0.366
H -1.530 -1.245 -1.547 0.319
```

(3)
Molecular formula: C12H30N6O6
Method: DFT, the ωB97M-V functional and the def2-TZVPD basis

* multiplicity: 1
* calculated total energy: -1255.329611 hartree
* SMILES: CC(N)=O.CC(N)=O.CC(N)=O.CC(N)=O.CC(N)=O.CC(N)=O
* lowest unoccupied orbital energy: 0.41 eV

XYZ file:
```
54
Properties=species:S:1:pos:R:3:mulliken_charge:R:1
O 11.870 8.861 12.139 -0.621
O 12.696 8.919 15.344 -0.691
O 7.142 11.349 10.664 -0.648
O 13.710 3.789 10.064 -0.630
O 10.641 8.573 8.262 -0.626
O 16.573 9.239 10.944 -0.697
N 10.723 9.777 15.908 -0.468
N 9.535 9.840 9.778 -0.157
N 13.326 5.972 9.841 -0.214
N 5.873 11.991 12.400 -0.398
N 17.345 10.940 9.715 -0.447
N 13.979 9.314 12.576 -0.100
C 9.060 10.155 7.350 -1.022
C 14.154 4.859 9.757 0.598
C 9.868 9.470 8.505 0.631
C 6.976 11.449 11.870 0.561
C 16.287 11.545 11.800 -1.034
C 10.857 7.298 15.739 -1.101
C 15.514 5.071 9.405 -0.842
C 7.955 10.929 12.905 -0.752
C 13.260 9.242 10.233 -1.108
C 12.999 9.064 11.706 0.759
C 11.515 8.712 15.562 0.794
C 16.704 10.473 10.833 0.884
H 17.783 10.197 9.153 0.246
H 11.535 6.640 16.273 0.307
H 9.918 7.337 16.262 0.379
H 15.196 11.749 11.871 0.240
H 8.916 11.122 12.451 0.156
H 13.073 10.287 10.038 0.428
H 15.935 6.052 9.576 0.224
H 14.900 9.223 12.155 0.222
H 9.688 10.660 6.647 0.266
H 15.706 4.805 8.405 0.257
H 5.204 12.310 11.713 0.250
H 16.593 11.261 12.819 0.284
H 14.283 8.919 10.006 0.363
H 8.258 10.780 7.740 0.312
H 9.719 9.591 15.786 0.203
H 16.163 4.441 10.010 0.301
H 5.580 12.198 13.352 0.190
H 12.445 8.638 9.769 -0.039
H 8.962 10.644 9.951 0.148
H 12.334 5.837 9.695 0.179
H 13.838 9.112 13.553 0.190
H 10.125 9.561 10.591 0.157
H 11.151 10.669 15.733 0.240
H 7.773 9.862 13.073 0.241
H 13.685 6.853 9.553 0.099
H 10.699 6.889 14.764 0.284
H 16.739 12.494 11.489 0.360
H 7.868 11.549 13.780 0.383
H 8.406 9.409 6.869 0.283
H 17.704 11.848 9.485 0.177
```

(4)
Molecular formula: C4H9ClN2
Method: DFT, the ωB97M-V functional and the def2-TZVPD basis

* multiplicity: 1
* calculated total energy: -727.291211 hartree
* lowest unoccupied orbital energy (spin up / spin down): 0.14 / 0.25 eV

XYZ file:
```
16
Properties=species:S:1:pos:R:3:mulliken_charge:R:1
Cl -2.431 -0.889 0.868 -0.149
N -0.032 0.742 -0.258 -0.669
N 0.647 -0.289 -0.071 0.620
C -1.815 0.692 0.462 0.084
C -2.763 1.454 -0.376 -0.931
C 1.993 -0.260 0.514 -0.918
C 0.200 -1.584 -0.522 -0.862
H 1.831 -0.871 1.314 0.402
H -0.157 -2.377 0.272 0.248
H -0.759 -1.373 -1.211 0.298
H 0.938 -2.020 -1.093 0.379
H 2.220 0.803 0.897 0.281
H -3.123 0.950 -1.320 0.234
H -2.414 2.421 -0.692 0.343
H 2.708 -0.515 -0.256 0.299
H -3.656 1.883 0.129 0.339
```

(5)
Molecular formula: C3H6N2S
Method: DFT, the ωB97M-V functional and the def2-TZVPD basis

* multiplicity: 1
* calculated total energy: -625.515999 hartree
* SMILES: NC(=S)[C@H]1CN1
* lowest unoccupied orbital energy: 0.35 eV

XYZ file:
```
12
Properties=species:S:1:pos:R:3:mulliken_charge:R:1
S 1.304 -1.645 0.028 -0.351
N 1.904 0.922 -0.007 -0.516
N -1.330 -0.536 0.903 -0.578
C -0.576 0.457 0.071 -0.117
C -1.679 -0.441 -0.513 -0.466
C 0.882 -0.015 -0.055 0.257
H 2.916 0.598 0.324 0.261
H -1.199 -1.222 -1.288 0.218
H -0.985 -1.484 0.953 0.299
H -0.786 1.432 0.270 0.375
H -2.516 -0.005 -0.948 0.348
H 2.066 1.938 0.262 0.271
```

(6)
Molecular formula: C29H44BN8O2STi
Method: DFT, the ωB97M-V functional and the def2-TZVPD basis

* <S²>: 0.757
* multiplicity: 2
* calculated total energy: -2992.607872 hartree
* lowest unoccupied orbital energy (spin up / spin down): -0.31 / -0.24 eV

XYZ file:
```
86
Properties=species:S:1:pos:R:3:mulliken_charge:R:1
Ti 0.688 0.812 -0.025 -0.269
S 1.641 1.204 2.398 -0.628
O 1.153 2.614 -0.012 -0.060
O 1.306 1.415 -1.726 -0.082
N 0.990 -1.242 -0.705 0.912
N 0.418 -1.019 -1.910 0.708
N -1.242 0.982 -1.889 0.671
N -1.661 -1.039 -0.595 0.437
N 2.829 0.641 0.210 0.891
N -1.202 1.605 -0.691 0.365
N -1.203 -0.663 0.628 0.791
N 1.519 2.622 -1.266 -0.155
C 1.080 -1.698 -2.867 0.409
C -2.738 -1.838 -0.473 0.311
C 3.043 1.171 1.433 0.854
C 5.332 1.611 0.910 -0.328
C -1.050 5.054 0.038 -1.729
C -1.824 1.460 -4.267 -1.497
C -3.493 -2.403 -1.622 -1.652
C 1.983 -2.111 -0.886 -0.596
C -1.688 2.835 -0.859 -0.170
C 3.837 0.608 -0.665 -0.385
C -2.985 -1.993 0.871 -1.055
C 5.100 1.067 -0.357 -1.106
C 2.676 -2.849 0.230 2.665
C -1.557 3.171 1.611 -1.815
C -1.727 1.814 -2.828 0.625
C -3.284 -0.544 3.510 -1.776
C -2.002 -1.239 1.530 -0.823
C -1.912 3.807 0.266 2.732
C 0.750 -1.619 -4.313 -1.501
C 2.191 -2.371 1.597 -1.873
C 2.278 -4.324 0.059 -1.871
C -1.951 -1.143 3.035 2.730
C -2.026 3.013 -2.206 -1.437
C 4.199 -2.727 0.115 -1.647
C -3.401 4.187 0.272 -1.824
C -1.787 -2.557 3.612 -1.734
C 4.301 1.660 1.816 -1.041
C -0.819 -0.275 3.563 -1.215
C 2.093 -2.409 -2.252 -1.185
B -1.052 -0.542 -1.916 -0.727
H 4.682 -3.411 0.811 0.459
H -3.318 -0.516 4.597 0.469
H -0.491 2.939 1.660 0.047
H -0.872 0.730 3.157 0.094
H 0.150 -0.698 3.312 0.062
H 2.686 -4.921 0.870 0.471
H 2.603 -3.005 2.379 0.687
H -1.213 5.769 0.842 0.460
H 0.003 4.777 0.021 0.287
H -2.340 0.512 -4.402 0.280
H 3.606 0.215 -1.652 0.372
H -2.361 2.239 -4.802 0.416
H 2.655 -4.725 -0.879 0.374
H 4.526 -1.712 0.336 0.226
H -1.795 3.857 2.421 0.605
H -0.892 -0.202 4.647 0.379
H 1.194 -4.422 0.070 0.369
H -0.824 1.366 -4.690 0.175
H -0.842 -2.992 3.292 0.276
H -4.132 -1.123 3.153 0.336
H -3.389 0.473 3.137 0.281
H -3.686 4.664 -0.661 0.360
H -2.127 2.253 1.752 0.186
H 5.888 1.021 -1.089 0.486
H 4.528 -2.981 -0.891 0.328
H 6.305 2.008 1.161 0.425
H -3.606 4.881 1.083 0.464
H -1.298 5.531 -0.908 0.346
H 2.504 -1.347 1.786 0.017
H 0.820 -0.588 -4.655 0.181
H -3.902 -1.607 -2.243 0.264
H 2.794 -3.066 -2.731 0.611
H -1.790 -2.509 4.698 0.474
H -3.772 -2.579 1.302 0.637
H -4.311 -3.012 -1.247 0.460
H 1.104 -2.420 1.640 0.151
H -4.016 3.299 0.410 0.375
H 4.405 2.091 2.798 0.490
H 1.448 -2.227 -4.882 0.446
H -0.261 -1.976 -4.502 0.245
H -1.605 -0.997 -2.855 -0.182
H -2.846 -3.021 -2.241 0.258
H -2.590 -3.214 3.290 0.328
H -2.421 3.894 -2.669 0.604
```